1.
{
  "formula": "C13H29BrN4O6PS",
  "method": "ωB97M-V with the def2-TZVPD basis set",
  "charge": 1,
  "largest_force_ha_per_bohr": 0.01442,
  "symbols": ["N", "C", "C", "C", "N", "C", "P", "O", "Br", "C", "N", "O", "C", "C", "C", "C", "S", "O", "O", "O", "H", "H", "H", "H", "H", "H", "H", "H", "H", "H", "H", "H", "H", "H", "H", "H", "H", "H", "C", "C", "C", "O", "C", "N", "H", "H", "H", "H", "H", "H", "H", "H", "H", "H", "H"],
  "xyz": [[1.206, 1.310, 5.123], [-0.044, 1.957, 4.766], [-0.559, 1.798, 3.315], [-0.139, 0.479, 2.680], [-0.816, 0.236, 1.398], [-2.037, -0.405, 1.188], [-3.354, -1.258, 2.203], [-4.578, -0.253, 1.848], [-2.892, -0.718, 4.317], [-2.221, -0.428, -0.155], [-1.148, 0.192, -0.702], [-0.935, 0.386, -2.032], [-0.294, 0.598, 0.227], [0.936, 1.384, -0.072], [0.586, 2.903, -0.091], [0.345, 3.414, -1.522], [-1.381, 3.613, -1.888], [-1.600, 3.568, -3.299], [-2.125, 2.710, -1.044], [-1.563, 5.092, -1.349], [1.103, 0.352, 5.421], [1.956, 1.400, 4.454], [0.047, 3.026, 4.971], [-0.812, 1.564, 5.434], [-1.650, 1.846, 3.335], [-0.209, 2.628, 2.692], [-0.321, -0.380, 3.320], [0.932, 0.485, 2.471], [-4.352, 0.687, 1.874], [-3.043, -0.857, -0.704], [-1.741, 0.803, -2.383], [1.269, 1.082, -1.065], [1.723, 1.145, 0.642], [1.352, 3.497, 0.407], [-0.333, 3.038, 0.478], [0.675, 2.724, -2.300], [0.846, 4.365, -1.704], [-2.450, 5.415, -1.589], [0.228, -2.957, -1.719], [1.682, -2.512, -1.837], [2.366, -2.946, -3.140], [2.720, -4.307, -3.185], [1.697, -5.202, -3.584], [2.407, -2.942, -0.640], [0.138, -4.013, -1.469], [-0.264, -2.394, -0.924], [-0.317, -2.778, -2.649], [1.695, -1.414, -1.841], [3.308, -2.398, -3.226], [1.750, -2.681, -4.011], [1.052, -4.750, -4.343], [1.084, -5.529, -2.740], [2.183, -6.076, -4.013], [3.345, -2.552, -0.650], [2.546, -3.947, -0.697]],
  "forces_ev_per_angstrom": [[-0.070, 0.023, -0.007], [-0.012, -0.078, -0.054], [0.025, -0.063, 0.034], [0.242, 0.042, 0.120], [0.003, -0.208, 0.329], [0.101, 0.112, 0.495], [-0.171, -0.016, -0.077], [0.248, -0.081, -0.029], [0.142, 0.099, -0.031], [-0.356, -0.271, 0.159], [-0.191, -0.029, -0.716], [0.121, -0.297, -0.153], [0.261, 0.017, -0.190], [-0.347, 0.276, 0.010], [-0.048, -0.239, -0.149], [0.163, 0.153, 0.109], [0.259, 0.086, 0.051], [-0.050, -0.035, 0.171], [-0.216, 0.152, -0.186], [-0.266, -0.111, -0.083], [0.041, -0.032, -0.093], [0.024, 0.061, 0.039], [-0.113, -0.038, 0.034], [0.087, 0.070, 0.057], [-0.023, 0.089, -0.056], [0.012, -0.095, 0.031], [-0.104, 0.070, 0.010], [-0.097, -0.088, 0.017], [-0.166, 0.032, 0.035], [0.158, 0.100, -0.240], [0.079, 0.200, 0.180], [0.172, -0.106, 0.142], [-0.063, 0.019, -0.011], [0.109, -0.125, -0.166], [0.107, 0.171, 0.095], [0.070, -0.041, 0.107], [-0.184, 0.026, -0.072], [0.100, 0.083, 0.055], [-0.108, 0.164, -0.063], [-0.038, -0.104, 0.091], [0.068, 0.059, -0.030], [-0.037, -0.053, 0.063], [0.055, -0.018, -0.035], [0.064, 0.111, -0.036], [0.071, -0.016, -0.005], [0.014, -0.085, 0.058], [0.007, -0.016, -0.002], [-0.006, 0.017, -0.080], [0.010, -0.019, -0.006], [-0.043, 0.004, 0.039], [-0.015, -0.001, 0.000], [-0.030, 0.027, -0.015], [0.006, 0.003, 0.000], [-0.011, 0.008, 0.010], [-0.053, -0.006, 0.044]],
  "lowdin_charge": [0.01, -0.27, -0.18, -0.16, 0.03, -0.33, 0.60, -0.36, 0.38, -0.03, -0.08, 0.09, -0.18, -0.04, -0.16, -0.20, 0.60, -0.25, -0.29, -0.13, 0.07, 0.07, 0.11, 0.10, 0.09, 0.10, 0.09, 0.12, 0.07, 0.15, 0.13, 0.12, 0.13, 0.13, 0.09, 0.11, 0.12, 0.12, -0.06, -0.44, -0.21, -0.18, -0.10, 0.04, 0.07, 0.05, 0.08, 0.12, 0.13, 0.12, 0.09, 0.08, 0.09, 0.07, 0.08]
}

---

2.
{
  "formula": "C13H29N3O7Sr",
  "method": "ωB97M-V with the def2-TZVPD basis set",
  "de_lowest_kcal_mol": 31.63,
  "charge": -2,
  "largest_force_ha_per_bohr": 0.05335,
  "symbols": ["Sr", "O", "C", "C", "O", "H", "H", "H", "H", "O", "C", "C", "O", "H", "H", "H", "H", "C", "O", "N", "C", "C", "H", "H", "H", "H", "H", "H", "H", "C", "O", "N", "C", "C", "H", "H", "H", "H", "H", "H", "H", "C", "O", "N", "C", "C", "H", "H", "H", "H", "H", "H", "H"],
  "xyz": [[0.611, 0.035, -0.283], [1.488, -1.019, 1.906], [1.240, -2.007, 2.847], [1.890, -1.964, 4.278], [3.166, -1.469, 4.414], [1.588, -2.987, 2.436], [0.136, -2.150, 2.938], [1.906, -3.003, 4.684], [1.187, -1.419, 4.963], [0.930, 1.402, -2.414], [2.027, 2.281, -2.288], [3.189, 1.949, -1.286], [2.886, 1.465, -0.027], [1.642, 3.241, -1.881], [2.418, 2.536, -3.290], [3.767, 2.892, -1.149], [3.908, 1.305, -1.850], [-2.879, -1.315, -0.310], [-1.681, -1.212, -0.251], [-3.763, -0.329, -0.546], [-3.319, 1.044, -0.744], [-5.185, -0.575, -0.587], [-3.403, -2.275, -0.169], [-3.777, 1.503, -1.615], [-2.232, 1.041, -0.743], [-3.558, 1.661, 0.130], [-5.511, -1.524, -0.158], [-5.733, 0.238, -0.119], [-5.504, -0.683, -1.632], [1.359, -2.746, -2.450], [0.794, -2.265, -1.494], [0.722, -3.384, -3.454], [1.400, -3.637, -4.692], [-0.665, -3.771, -3.395], [2.430, -2.595, -2.630], [0.845, -3.205, -5.535], [1.512, -4.698, -4.949], [2.391, -3.195, -4.784], [-1.060, -3.604, -2.397], [-1.219, -3.126, -4.090], [-0.778, -4.809, -3.713], [0.543, 2.785, 1.751], [-0.342, 2.134, 1.217], [0.442, 3.399, 2.941], [1.500, 4.282, 3.410], [-0.805, 3.372, 3.683], [1.548, 2.862, 1.306], [1.859, 3.929, 4.377], [1.098, 5.299, 3.394], [2.350, 4.262, 2.730], [-0.605, 3.214, 4.740], [-1.393, 4.285, 3.546], [-1.361, 2.551, 3.231]],
  "forces_ev_per_angstrom": [[2.278, 0.517, 1.438], [-0.876, 0.320, -0.209], [0.439, -0.231, -1.281], [1.576, 1.078, 0.528], [-0.763, -0.288, -0.241], [0.131, -0.172, -0.053], [-0.230, -0.118, 0.604], [-0.700, -0.539, -0.253], [-0.438, 0.265, 0.008], [0.744, -0.525, 0.641], [-1.358, 0.229, 0.829], [0.289, -0.306, 0.307], [-1.335, -0.058, -1.212], [-0.122, 0.291, -0.068], [0.505, -0.064, -0.050], [-0.023, 0.368, -0.496], [0.024, -0.419, 0.028], [-0.709, -0.330, 0.109], [0.335, 0.127, -0.104], [-0.254, 0.539, 0.166], [0.287, -0.079, 0.953], [-0.205, -0.413, -0.884], [0.141, -0.173, 0.069], [0.223, -0.139, -0.269], [-0.076, 0.151, -0.593], [-0.276, -0.103, -0.001], [0.490, 0.064, 0.473], [-0.008, 0.042, 0.078], [-0.159, 0.448, -0.025], [-0.225, 1.097, 0.070], [-0.059, -0.451, 0.144], [0.612, -0.763, -0.323], [0.059, -0.192, -1.152], [-0.079, 0.685, -0.255], [0.102, -0.111, 0.008], [-0.170, 0.082, 0.155], [-0.113, -0.114, 0.360], [-0.005, 0.124, 0.600], [0.136, -0.088, 0.084], [-0.190, -0.169, 0.047], [-0.023, -0.043, 0.122], [1.020, -0.323, -0.166], [-0.703, -0.147, -0.149], [-0.171, 0.587, 0.282], [-0.350, -0.428, -0.513], [0.337, -0.290, -0.678], [0.024, -0.187, -0.245], [-0.105, 0.372, 0.205], [0.228, 0.135, 0.531], [-0.088, -0.210, -0.126], [-0.086, -0.137, 0.066], [0.096, 0.177, 0.045], [-0.176, -0.091, 0.399]],
  "lowdin_charge": [1.44, -0.47, -0.49, -0.56, -0.43, 0.05, 0.05, 0.04, 0.04, -0.52, -0.47, -0.50, -0.41, 0.06, 0.06, 0.07, 0.06, -0.32, -0.04, -0.18, -0.02, -0.08, 0.14, 0.09, 0.07, 0.10, 0.08, 0.08, 0.08, -0.29, -0.05, -0.19, -0.08, -0.04, 0.15, 0.09, 0.08, 0.09, 0.09, 0.09, 0.08, -0.31, -0.08, -0.18, -0.05, -0.05, 0.13, 0.09, 0.08, 0.09, 0.08, 0.08, 0.08]
}

---

3.
{
  "formula": "C13H29N4O7",
  "method": "ωB97M-V with the def2-TZVPD basis set",
  "de_lowest_kcal_mol": 0.00,
  "charge": -1,
  "largest_force_ha_per_bohr": 0.14326,
  "symbols": ["O", "C", "O", "O", "H", "C", "C", "O", "N", "C", "H", "H", "H", "H", "H", "H", "H", "C", "C", "O", "N", "C", "H", "H", "H", "H", "H", "H", "H", "C", "C", "O", "N", "C", "H", "H", "H", "H", "H", "H", "H", "C", "C", "O", "N", "C", "H", "H", "H", "H", "H", "H", "H"],
  "xyz": [[-0.284, 1.053, -0.706], [-0.290, 2.153, 0.027], [-0.718, 2.184, 1.151], [0.150, 3.150, -0.520], [-0.022, 1.560, -1.477], [-0.133, 3.019, -4.782], [-0.227, 1.582, -4.287], [-0.592, 1.329, -3.160], [0.000, 0.682, -5.188], [-0.079, -0.786, -4.984], [0.710, 3.599, -4.407], [-1.072, 3.536, -4.586], [-0.035, 2.910, -5.862], [-0.052, 0.955, -6.159], [0.703, -1.191, -5.627], [-0.929, -1.311, -5.421], [0.105, -1.200, -3.993], [-3.059, -1.214, -2.183], [-2.898, -1.836, -0.767], [-3.651, -2.789, -0.458], [-1.830, -1.393, -0.069], [-1.741, -1.810, 1.290], [-2.699, -1.920, -2.931], [-2.323, -0.412, -2.241], [-4.005, -0.810, -2.541], [-1.377, -0.533, -0.345], [-1.443, -2.857, 1.335], [-2.646, -1.751, 1.894], [-0.897, -1.286, 1.738], [2.358, 2.032, 5.548], [1.044, 1.982, 4.781], [0.860, 2.846, 3.879], [0.293, 0.985, 5.030], [-0.992, 0.774, 4.460], [2.704, 3.007, 5.889], [3.011, 1.570, 4.808], [2.350, 1.427, 6.455], [0.677, 0.372, 5.734], [-1.779, 0.827, 5.212], [-1.082, -0.020, 3.718], [-1.109, 1.651, 3.823], [1.865, -2.375, -1.356], [2.362, -2.302, 0.063], [2.923, -3.282, 0.555], [1.805, -1.379, 0.863], [1.858, -1.232, 2.291], [1.775, -1.346, -1.703], [0.897, -2.876, -1.358], [2.410, -3.015, -2.050], [1.382, -0.594, 0.388], [0.950, -1.510, 2.826], [2.204, -0.254, 2.623], [2.568, -1.898, 2.782]],
  "forces_ev_per_angstrom": [[0.158, -2.611, -0.509], [-0.223, 2.617, 2.428], [-1.748, -2.001, 3.439], [1.666, 2.286, -2.911], [0.180, -0.800, -1.622], [-0.111, -0.435, -0.865], [-1.163, 3.009, 2.105], [0.093, -0.512, 0.191], [0.188, -3.664, -2.363], [0.869, -0.280, -1.067], [-0.126, -0.281, 0.262], [0.159, -0.036, 0.264], [0.133, 0.638, -0.223], [0.334, -0.008, 0.259], [0.461, -0.033, 0.167], [-0.763, 0.681, 0.338], [-0.151, 0.872, 0.138], [1.555, 0.525, 0.387], [-1.677, -1.385, -1.963], [1.398, 1.634, 0.410], [-1.615, -0.308, -0.162], [1.390, -0.830, 0.847], [-0.206, -0.399, 0.116], [-0.086, 0.366, -0.173], [-0.235, -0.347, 0.718], [0.113, 0.445, -0.084], [-0.084, -0.266, -0.075], [-0.134, 0.480, -0.254], [-0.373, 0.293, 0.153], [-0.140, -0.631, 0.205], [2.681, 6.158, -3.026], [0.028, -1.836, 2.295], [-1.391, -3.860, 1.870], [-0.739, 1.252, -1.149], [-0.255, 0.114, -0.725], [0.663, 0.245, 0.330], [-0.020, -0.378, -0.010], [-0.528, -0.179, -0.093], [-0.006, -0.501, -0.033], [0.139, -0.464, 0.550], [-0.272, 0.186, -0.163], [-0.123, 0.821, -0.420], [-0.715, -3.258, 1.449], [0.780, 0.376, -0.249], [-0.426, 1.902, -0.669], [1.045, -0.740, 1.232], [-0.302, -0.122, -0.600], [-0.340, 0.442, 0.404], [0.761, 0.376, 0.414], [-0.268, 0.151, -0.034], [-0.490, 0.351, -0.437], [-0.438, 0.295, -0.410], [0.355, -0.347, -0.681]],
  "lowdin_charge": [0.01, -0.98, 0.00, -0.03, 0.05, 0.02, -0.57, 0.06, 0.02, -0.04, 0.09, 0.09, 0.06, 0.13, 0.07, 0.08, 0.08, 0.00, -0.51, -0.02, 0.03, -0.09, 0.07, 0.05, 0.07, 0.09, 0.08, 0.09, 0.05, -0.01, -0.59, 0.02, 0.00, -0.05, 0.08, 0.08, 0.06, 0.14, 0.09, 0.07, 0.08, -0.01, -0.54, 0.00, 0.03, -0.07, 0.07, 0.08, 0.08, 0.12, 0.06, 0.09, 0.08]
}

---

4.
{
  "formula": "C13H30AuN4O",
  "method": "ωB97M-V with the def2-TZVPD basis set",
  "de_lowest_kcal_mol": 0.00,
  "charge": 1,
  "largest_force_ha_per_bohr": 0.01063,
  "symbols": ["Au", "C", "C", "N", "C", "C", "N", "C", "C", "C", "N", "C", "C", "N", "C", "H", "H", "H", "H", "H", "H", "H", "H", "H", "H", "H", "H", "H", "H", "H", "H", "H", "H", "H", "H", "H", "H", "H", "H", "C", "O", "C", "C", "H", "H", "H", "H", "H", "H"],
  "xyz": [[0.694, 0.099, 0.120], [-2.275, -1.067, -1.800], [-1.936, -2.294, -0.968], [-0.953, -2.018, 0.106], [-1.563, -2.159, 1.433], [-0.704, -1.614, 2.560], [-0.353, -0.200, 2.425], [-1.368, 0.756, 2.887], [-2.389, 1.164, 1.826], [-1.996, 2.383, 1.004], [-0.953, 2.103, -0.018], [-1.526, 2.250, -1.368], [-0.653, 1.733, -2.498], [-0.251, 0.337, -2.358], [-1.207, -0.673, -2.822], [-2.458, -0.246, -1.106], [-3.216, -1.249, -2.324], [-1.564, -3.097, -1.609], [-2.857, -2.672, -0.515], [-0.193, -2.682, 0.031], [-1.787, -3.209, 1.658], [-2.523, -1.644, 1.416], [0.230, -2.181, 2.602], [-1.234, -1.801, 3.503], [0.490, -0.042, 2.958], [-0.831, 1.652, 3.208], [-1.882, 0.367, 3.774], [-3.340, 1.376, 2.319], [-2.573, 0.341, 1.135], [-1.653, 3.185, 1.661], [-2.887, 2.765, 0.501], [-0.210, 2.782, 0.095], [-1.761, 3.301, -1.578], [-2.479, 1.723, -1.375], [0.254, 2.344, -2.550], [-1.197, 1.904, -3.437], [0.613, 0.198, -2.862], [-0.620, -1.563, -3.063], [-1.683, -0.353, -3.757], [3.224, 1.327, -1.700], [3.496, 0.117, -0.962], [2.655, -0.299, -0.079], [3.269, -1.436, 0.673], [4.024, 1.419, -2.426], [3.236, 2.161, -1.004], [2.254, 1.259, -2.182], [4.356, -1.355, 0.716], [3.018, -2.357, 0.136], [2.843, -1.512, 1.670]],
  "forces_ev_per_angstrom": [[0.196, 0.246, -0.070], [-0.033, 0.012, 0.074], [0.034, -0.035, 0.056], [-0.102, 0.025, -0.015], [-0.012, 0.000, 0.007], [0.028, -0.031, 0.052], [-0.022, 0.041, -0.104], [0.032, 0.027, 0.023], [-0.002, 0.008, -0.072], [0.092, 0.009, 0.031], [-0.110, -0.100, -0.032], [-0.052, -0.026, 0.009], [0.077, 0.013, -0.039], [-0.078, -0.044, 0.116], [0.032, -0.007, -0.063], [-0.032, 0.031, -0.041], [0.012, -0.054, -0.005], [0.035, 0.046, -0.036], [0.009, -0.057, -0.014], [0.005, -0.004, 0.033], [-0.020, 0.003, 0.009], [0.005, 0.019, -0.001], [0.004, 0.002, -0.029], [0.021, -0.009, 0.011], [0.009, 0.029, -0.011], [-0.035, 0.000, 0.054], [-0.012, -0.060, -0.035], [0.011, 0.049, -0.001], [-0.027, -0.025, 0.036], [0.038, -0.051, 0.038], [0.012, 0.056, 0.011], [0.003, 0.016, -0.084], [-0.008, -0.003, 0.001], [0.003, -0.011, 0.005], [0.012, -0.035, 0.030], [0.004, 0.007, -0.001], [0.001, -0.009, -0.038], [-0.036, -0.004, -0.061], [-0.022, 0.062, 0.029], [-0.040, -0.053, -0.026], [0.173, 0.396, 0.205], [-0.164, -0.521, -0.022], [0.023, 0.066, 0.014], [-0.012, -0.008, -0.013], [0.006, 0.023, -0.010], [-0.026, -0.026, -0.006], [0.002, -0.022, -0.005], [-0.037, 0.017, -0.019], [0.003, -0.011, 0.008]],
  "lowdin_charge": [0.85, -0.17, -0.21, -0.09, -0.23, -0.21, -0.13, -0.20, -0.17, -0.21, -0.10, -0.22, -0.21, -0.12, -0.20, 0.08, 0.12, 0.12, 0.11, 0.10, 0.13, 0.11, 0.11, 0.12, 0.10, 0.12, 0.12, 0.12, 0.08, 0.12, 0.11, 0.10, 0.13, 0.10, 0.11, 0.12, 0.09, 0.12, 0.12, -0.02, -0.09, -0.36, -0.07, 0.10, 0.10, 0.05, 0.09, 0.10, 0.06]
}

---

Number 1: highest occupied orbital energy -11.54 eV, DFT total energy -122356.1753 eV. Number 2: highest occupied orbital energy 1.66 eV, DFT total energy -33586.3052 eV. Number 3: highest occupied orbital energy -3.86 eV, DFT total energy -34246.1005 eV. Number 4: highest occupied orbital energy -10.85 eV, DFT total energy -25660.5760 eV.